# 1
{
  "formula": "C23H28I2N2O2RuS",
  "method": "ωB97M-V with the def2-TZVPD basis set",
  "species": ["C", "H", "H", "I", "C", "C", "C", "C", "H", "H", "H", "H", "O", "C", "H", "H", "C", "H", "H", "H", "H", "H", "H", "I", "H", "C", "H", "H", "H", "C", "H", "C", "Ru", "C", "C", "H", "H", "C", "S", "H", "C", "C", "H", "H", "C", "C", "C", "H", "C", "N", "H", "C", "C", "H", "N", "C", "O", "C", "H"],
  "positions_angstrom": [[0.478, 2.885, 1.078], [0.972, 2.705, 3.925], [-1.856, -3.167, 2.077], [2.853, -0.661, 0.001], [1.411, -1.726, 5.477], [-0.554, -0.325, -3.111], [-0.894, -2.595, -3.952], [1.172, 1.758, -1.118], [1.962, 1.915, 2.090], [0.545, 0.319, -5.154], [-3.727, -1.499, -1.265], [-0.604, 2.786, 0.869], [0.015, 1.003, -1.032], [-0.275, 0.325, -2.094], [3.985, 1.895, -2.966], [1.837, -2.603, 5.866], [2.010, 1.710, -2.193], [1.646, -2.571, 3.485], [-1.578, -3.020, -0.751], [-2.107, 0.396, -5.075], [0.721, 3.889, 1.453], [-1.831, -2.856, -3.337], [-2.931, -0.865, -4.093], [5.263, 4.337, -1.187], [1.069, 1.577, 6.113], [0.436, 1.914, 3.456], [-2.567, -1.135, -5.778], [-3.131, -3.274, -0.004], [-0.681, 2.036, 3.377], [1.366, 2.756, -0.162], [1.301, -1.201, -4.684], [-2.173, -0.654, -4.842], [0.934, -0.241, 1.483], [-1.608, -2.429, 1.313], [0.759, 0.642, 4.189], [2.799, 4.296, 0.491], [0.365, -1.158, -6.188], [-2.824, -1.289, -0.657], [-2.273, -0.753, 1.957], [-2.950, 0.740, 0.268], [-3.213, -0.320, 0.508], [3.228, 2.249, -2.197], [-0.926, -3.281, -4.792], [-0.121, -2.872, -3.335], [3.470, 3.290, -1.249], [0.422, -0.806, -5.154], [0.973, 0.641, 5.559], [-4.259, -0.397, 0.817], [1.189, -0.550, 6.242], [0.920, 1.777, 2.037], [-2.135, -0.743, -1.288], [-0.828, -1.133, -4.295], [1.308, -1.662, 4.086], [1.016, -0.575, 7.284], [0.961, -0.517, 3.464], [2.533, 3.548, -0.244], [-1.097, 0.317, 1.941], [-2.273, -2.577, -0.025], [-0.506, -2.253, 1.317]],
  "forces_ev_per_a": [[0.539, -0.531, -0.294], [-0.106, 0.946, 0.564], [-0.027, 0.041, -0.189], [1.708, -1.003, -0.768], [-0.201, 1.963, -0.528], [0.784, 2.064, 4.266], [-3.069, -0.753, 0.350], [-0.900, 1.716, -0.112], [-1.068, -0.114, -0.106], [-0.105, -1.198, -0.274], [0.556, 0.016, 0.324], [0.616, -0.049, 0.172], [0.012, 0.545, 0.931], [-1.033, -2.811, -4.323], [-0.860, 0.857, 1.086], [-0.070, -1.108, 0.885], [-0.650, -1.129, 0.483], [-0.801, 1.555, 0.540], [-0.021, -0.024, 0.242], [-0.215, 0.514, 0.155], [-0.421, -0.292, 0.433], [1.052, 0.595, -0.879], [-0.124, 0.338, 0.161], [0.090, -0.049, -0.167], [-0.630, -0.165, -0.184], [-0.990, -1.008, -1.649], [0.854, 0.017, 0.711], [0.521, 0.126, 0.461], [1.235, 0.207, 0.431], [0.143, 0.049, 0.581], [0.463, -0.358, 0.250], [-0.421, -0.480, -1.262], [-1.119, -1.150, -2.613], [-0.006, 2.104, 0.636], [1.033, -1.522, 0.127], [-0.381, 0.049, 0.109], [-0.127, -0.062, 0.145], [-0.779, 0.795, 0.884], [1.220, 0.714, 0.478], [-0.316, -0.843, 0.393], [-0.073, 0.014, -0.824], [2.209, 1.230, -1.072], [0.073, 0.222, -0.431], [2.173, -0.668, 1.339], [-0.275, -0.856, -0.043], [-0.678, 1.496, -0.617], [0.047, 0.173, 0.145], [0.071, 0.063, -0.199], [-0.473, -1.148, -2.103], [1.614, 3.222, 0.617], [0.281, -0.347, -0.064], [0.304, 0.365, -0.673], [0.841, -0.144, 0.374], [0.720, -0.079, 1.087], [-0.141, 0.147, 3.271], [0.063, -1.011, -0.833], [-2.075, -1.824, -0.359], [-0.537, -1.152, -1.787], [-0.530, -0.267, -0.281]],
  "lowdin_charge": [-0.0959, 0.1207, 0.0924, 0.3343, -0.0228, 0.0277, -0.0487, -0.3746, 0.1316, 0.1054, 0.1272, 0.1292, -0.0382, -0.1183, 0.1390, 0.0949, 0.0504, 0.1417, 0.1145, 0.0813, 0.1240, 0.1062, 0.0725, 0.9083, 0.1304, -0.1272, 0.1063, 0.1271, 0.1443, -0.1731, 0.0768, -0.0425, 0.7697, -0.2548, -0.2289, 0.0944, 0.0896, -0.1979, 1.0541, 0.1119, -0.3128, -0.1645, 0.0935, 0.0510, -0.7300, -0.0313, -0.0072, 0.0903, -0.0065, -0.2090, 0.0576, -0.6052, -0.1088, 0.1069, -0.1152, -0.1141, -0.6863, -0.2362, 0.0449],
  "charge": 1,
  "lumo_ha": [-0.1064, -0.1322],
  "gap_ev": [7.15, 7.04],
  "spin_multiplicity": 6,
  "homo_energy_ev": [-10.0, -10.6]
}



# 2
{
  "formula": "C23H28IrN4O3S",
  "method": "ωB97M-V with the def2-TZVPD basis set",
  "species": ["O", "H", "C", "H", "C", "C", "C", "C", "H", "H", "H", "H", "C", "C", "H", "H", "C", "H", "C", "H", "N", "N", "O", "H", "H", "H", "H", "H", "H", "C", "C", "H", "C", "H", "H", "N", "C", "H", "O", "C", "C", "Ir", "C", "H", "C", "H", "C", "H", "H", "S", "C", "H", "C", "C", "H", "H", "C", "C", "H", "N"],
  "positions_angstrom": [[2.024, -1.579, 0.172], [3.648, 2.710, 3.169], [-5.468, -2.248, -2.688], [2.070, 0.892, 3.061], [-3.732, -1.615, -0.654], [-4.095, -2.225, -2.945], [-1.396, -3.628, 0.064], [-1.289, -4.992, 0.126], [1.143, 3.274, 3.376], [-4.145, -3.225, 2.088], [-3.946, -5.705, 2.150], [-2.131, -6.812, 0.897], [-3.218, -1.925, -1.930], [-3.373, -3.741, 1.530], [0.889, 4.516, -2.716], [4.304, 0.372, 2.594], [-5.115, -1.628, -0.394], [1.076, 3.745, 0.915], [0.340, 3.084, 1.374], [-0.687, -3.018, -0.480], [3.882, 0.508, 0.551], [2.225, 1.989, -0.970], [1.428, -1.264, 1.273], [-5.489, -1.360, 0.586], [-0.492, -5.514, -0.384], [-0.742, 3.382, -1.005], [5.329, 1.520, 1.748], [5.434, 1.541, -0.489], [3.286, 3.034, 1.473], [4.448, 1.114, -0.680], [-0.088, 2.509, -0.981], [-7.044, -1.939, -1.256], [-5.975, -1.942, -1.419], [-0.540, 1.718, -1.583], [-6.155, -2.495, -3.487], [0.066, 1.988, 0.403], [4.306, 1.149, 1.827], [3.292, 4.808, -3.316], [-1.364, -0.617, 0.211], [3.339, 2.248, 2.228], [0.870, 2.493, 2.664], [1.618, 0.529, 0.345], [-2.223, -5.734, 0.864], [4.987, 3.270, -2.342], [2.988, 4.010, -2.652], [-3.734, -2.445, -3.940], [-2.443, -2.991, 0.769], [-0.777, 1.469, 0.660], [-2.151, -1.885, -2.101], [-2.633, -1.214, 0.716], [3.523, 2.139, -1.268], [4.582, 0.313, -1.411], [1.646, 3.851, -2.323], [1.296, 2.825, -1.473], [4.175, -0.465, 0.569], [0.105, 1.873, 3.133], [3.936, 3.154, -2.113], [-3.257, -5.107, 1.570], [-0.566, 3.668, 1.544], [2.013, 1.616, 2.348]],
  "forces_ev_per_a": [[0.269, -0.169, 0.000], [0.035, -0.039, 0.001], [-0.048, -0.015, -0.053], [0.002, 0.026, 0.010], [-0.013, 0.023, -0.007], [0.040, 0.001, -0.009], [0.045, 0.157, -0.050], [0.104, 0.065, -0.067], [0.007, 0.043, -0.053], [-0.046, -0.059, 0.003], [-0.024, 0.046, 0.027], [-0.027, -0.011, 0.004], [0.112, 0.061, 0.051], [-0.082, 0.075, 0.042], [0.002, 0.014, -0.010], [0.019, 0.007, -0.003], [0.046, 0.001, 0.056], [0.014, -0.002, 0.019], [-0.024, -0.003, 0.057], [0.037, -0.048, -0.022], [-0.006, -0.074, -0.059], [-0.261, -0.116, -0.050], [-0.546, 0.076, 0.070], [-0.026, -0.016, 0.012], [0.042, 0.069, -0.032], [0.026, -0.002, 0.003], [-0.017, 0.046, -0.031], [-0.012, 0.008, 0.013], [0.027, -0.001, 0.004], [0.022, -0.055, -0.034], [0.016, 0.056, -0.012], [0.001, 0.014, 0.024], [-0.060, 0.004, 0.049], [0.001, 0.019, -0.024], [-0.001, -0.005, 0.006], [-0.270, -0.205, 0.117], [-0.021, -0.004, 0.014], [0.006, 0.006, 0.000], [-0.056, 0.084, -0.127], [-0.064, -0.020, -0.055], [0.001, -0.062, -0.117], [0.862, 0.506, -0.231], [-0.027, -0.093, 0.029], [0.004, 0.006, -0.015], [-0.003, 0.011, -0.009], [0.038, 0.003, 0.006], [0.017, -0.144, 0.015], [-0.020, 0.047, -0.018], [0.012, -0.018, -0.028], [-0.077, -0.215, -0.024], [0.015, 0.072, -0.043], [-0.005, 0.018, -0.009], [-0.032, -0.075, 0.038], [0.009, 0.000, -0.037], [0.008, 0.008, 0.054], [-0.009, 0.018, 0.015], [-0.006, -0.054, 0.047], [-0.089, 0.050, 0.073], [0.000, -0.020, 0.015], [0.032, -0.113, 0.351]],
  "lowdin_charge": [-0.1945, 0.1476, 0.0243, 0.1363, -0.3305, -0.0148, -0.0333, -0.0028, 0.1458, 0.1304, 0.1363, 0.1386, -0.0342, -0.0251, 0.1403, 0.1411, -0.0451, 0.1280, -0.1434, 0.1129, -0.1246, -0.0273, -0.2454, 0.1275, 0.1333, 0.1485, 0.1413, 0.1455, 0.1247, -0.0889, -0.0964, 0.1344, -0.0078, 0.1397, 0.1360, -0.1770, -0.1344, 0.1398, -0.5411, -0.1601, -0.1461, 1.4651, 0.0406, 0.1421, 0.0260, 0.1308, -0.3140, 0.1026, 0.1195, 1.0664, -0.2232, 0.1550, 0.0390, -0.2393, 0.1274, 0.1382, 0.0387, -0.0023, 0.1488, -0.1407],
  "charge": 3,
  "lumo_ha": [-0.3038, -0.4365],
  "gap_ev": [8.49, 5.27],
  "spin_multiplicity": 5,
  "homo_energy_ev": [-16.8, -17.2]
}